8
Properties=species:S:1:pos:R:3:forces:R:3 method="wB97M-V/def2-TZVPD" e_lumo_ev=4.68 homo_ev=-3.31 e_tot_ev=-5212.257 total_charge=-1 homo_lumo_gap_ev=7.99 de_lowest_kcal_mol=15.8
C 0.026548 0.909813 0.850259 1.725 -1.907 -0.769
O 0.602118 -0.344227 0.312152 0.733 2.648 1.993
H -0.465721 0.557247 1.798889 0.238 1.282 -0.674
H -0.606939 1.326511 0.102553 -1.560 -0.028 -0.401
H 0.715219 1.858904 0.929647 -0.257 -1.980 0.649
H -0.023760 -2.204744 -1.781865 -0.301 0.716 0.175
H 0.187330 -0.767390 -0.608295 -0.804 0.051 -0.374
O -0.434795 -1.336115 -1.603339 0.227 -0.782 -0.598



10
Properties=species:S:1:pos:R:3:forces:R:3 method="wB97M-V/def2-TZVPD" e_lumo_ev="-1.14 / -1.14" homo_ev="-9.05 / -9.04" e_tot_ev=-16546.677 total_charge=0 homo_lumo_gap_ev="7.91 / 7.89" de_lowest_kcal_mol=82.3
C -1.689035 0.337721 0.469720 -0.265 1.062 0.148
O 0.049121 -1.608700 0.013270 0.249 2.081 0.803
O 2.317638 0.128329 0.433250 -2.856 -1.335 -1.031
O -0.045559 0.304217 -1.716034 1.016 0.910 -1.594
P -0.252828 -0.019272 -0.208962 2.444 -2.720 0.146
H -2.123241 1.314755 0.633362 0.189 0.137 -0.583
H -2.053339 -0.371526 1.188507 0.339 -0.438 0.261
H 0.665617 -1.500402 0.782188 0.180 -0.769 -0.638
H 2.316293 1.040756 0.656564 0.165 1.367 0.477
H 0.815329 0.374124 -2.251862 -1.463 -0.294 2.010



10
Properties=species:S:1:pos:R:3:forces:R:3 method="wB97M-V/def2-TZVPD" e_lumo_ev="0.40 / -1.97" multiplicity=3 homo_ev="-6.25 / -10.65" e_tot_ev=-16544.340 total_charge=0 homo_lumo_gap_ev="6.65 / 8.68" de_lowest_kcal_mol=8.3
C -2.850119 0.290411 0.342650 -1.303 -1.268 -3.720
O -1.755048 0.320765 -0.137570 -0.098 0.359 0.526
O 2.923564 -0.786097 0.297524 0.625 -3.034 -1.465
O 1.306792 1.408653 -0.336167 0.631 1.770 0.867
P 0.713183 0.060958 -0.528626 -0.419 -1.170 -2.788
H -3.690679 -0.064423 -0.423764 0.851 0.692 1.960
H -3.046983 0.562402 1.340610 -0.540 0.358 1.546
H 2.907400 -0.069807 0.883876 -0.446 1.376 1.586
H 2.196630 -1.439773 0.454022 1.084 1.160 0.413
H 1.295260 -0.283090 -1.892559 -0.386 -0.242 1.075



8
Properties=species:S:1:pos:R:3:forces:R:3 method="wB97M-V/def2-TZVPD" e_lumo_ev=-1.06 homo_ev=-9.75 smiles="O=P.C" e_tot_ev=-12452.900 total_charge=0 homo_lumo_gap_ev=8.70 de_lowest_kcal_mol=28.6
O -2.471642 1.352024 0.026333 -0.035 0.307 -0.756
P -2.169978 0.332984 1.029724 0.488 -1.347 0.537
H -1.601923 -0.912385 0.318899 -0.547 0.998 0.263
C 1.211962 -0.194340 -0.272849 2.535 -1.039 0.772
H 1.101083 -0.175051 0.817320 0.391 -0.228 -0.192
H 1.673617 0.692252 -0.588556 0.576 1.743 -0.080
H 1.997897 -0.937462 -0.649172 -1.844 0.326 0.661
H 0.258987 -0.158022 -0.681698 -1.565 -0.758 -1.206



8
Properties=species:S:1:pos:R:3:forces:R:3 method="wB97M-V/def2-TZVPD" e_lumo_ev=4.44 homo_ev=-2.47 e_tot_ev=-14001.779 total_charge=-1 homo_lumo_gap_ev=6.91 de_lowest_kcal_mol=0.6
C 1.598456 0.645511 -0.277629 0.170 -0.061 0.173
S 0.049399 0.636358 0.681338 -0.124 -0.126 -0.222
H 2.007001 -0.346193 -0.436906 0.008 -0.460 0.114
H 2.351210 1.185428 0.290628 0.237 0.240 -0.081
H 1.540494 1.067524 -1.280246 -0.251 0.347 -0.046
H -2.301349 -1.163688 -0.918245 0.064 0.126 0.053
H -0.880831 -1.210161 -0.384411 -0.253 0.175 0.110
O -1.571544 -1.777489 -0.807709 0.149 -0.242 -0.100



9
Properties=species:S:1:pos:R:3:forces:R:3 method="wB97M-V/def2-TZVPD" e_lumo_ev="-0.97 / -0.97" homo_ev="-8.13 / -8.14" e_tot_ev=-28980.792 total_charge=0 homo_lumo_gap_ev="7.16 / 7.16" de_lowest_kcal_mol=66.4
C -2.484601 -0.197357 -0.193851 5.057 1.490 0.262
P -0.209247 -1.330506 0.579908 -1.143 2.132 -1.186
P 0.786988 0.355570 -0.061997 -0.961 -0.509 0.030
P 2.972384 0.028912 -0.206312 0.465 0.738 -0.229
H -2.334576 0.775027 0.305848 -0.395 -0.749 -0.365
H -2.260354 -0.254331 -1.237478 0.080 0.233 -0.447
H -3.157570 -0.870972 0.122110 -2.421 -2.045 1.402
H 3.391396 1.447213 -0.473276 -0.712 -1.363 0.447
H 3.295584 0.046447 1.165048 0.029 0.074 0.086